(1)
C2H6N2O | ωB97M-V/def2-TZVPD

The geometry in XYZ format:
```
11
Properties=species:S:1:pos:R:3:forces:R:3
O -1.760 3.877 0.360 0.123 -0.009 -0.231
C -1.617 2.743 0.716 -0.405 -0.272 0.513
H -1.792 1.860 0.076 0.099 0.171 -0.294
H -1.378 2.493 1.767 0.176 0.089 0.003
N 1.442 -0.684 -0.634 1.671 -0.977 -0.602
C 0.912 -1.938 -0.362 -0.272 0.196 -0.665
N -0.306 -2.162 -0.618 -0.910 0.762 1.214
H 1.155 0.188 -0.254 -0.950 0.080 0.196
H 2.426 -0.671 -0.856 0.010 -0.027 0.235
H 1.606 -2.750 -0.081 0.065 0.529 0.240
H -0.688 -2.958 -0.114 0.394 -0.541 -0.611
```
Positions in Å, forces in eV/Å.

Calculated values
- Molar mass: 74.1 u
- LUMO: 0.659 eV
- ΔE to the lowest compared entry with this formula, charge and spin: 239.3 kJ/mol
- HOMO-LUMO gap: 10.1 eV
- Total energy: -264.49617 hartree
- SMILES: [H]/N=C/N.C=O
- HOMO level: -9.4 eV
- Net charge: 0

---

(2)
C3H12NO2 | ωB97M-V/def2-TZVPD

The geometry in XYZ format:
```
18
Properties=species:S:1:pos:R:3:forces:R:3
C -0.590 1.359 -0.360 -1.649 -1.790 -0.153
O -1.977 1.591 -0.154 -0.531 0.876 0.953
C -0.298 -0.030 0.249 2.767 0.775 -2.063
C 1.257 -0.089 0.351 -1.194 0.983 2.241
N -1.089 -0.171 1.520 1.506 -0.050 -1.282
H -0.417 1.306 -1.427 0.629 0.220 -0.123
H 0.006 2.117 0.152 -0.323 0.185 -0.181
H -2.589 1.183 -0.777 0.530 0.063 -0.427
H -0.426 -0.870 -0.446 -1.297 0.249 0.289
H 1.714 0.383 -0.512 -0.145 -0.365 -0.318
H 1.600 -1.086 0.581 0.349 -0.080 -0.145
H 1.507 0.598 1.165 0.433 -0.156 0.239
H -0.605 0.316 2.273 -0.125 -0.167 0.289
H -1.986 0.287 1.314 -0.287 -0.073 0.116
H -1.100 -1.171 1.635 -0.648 -0.352 0.932
H 2.183 -1.356 -1.577 0.313 -0.369 -0.326
H 1.471 -2.592 -2.240 0.281 0.211 -0.004
O 1.338 -1.775 -1.745 -0.609 -0.159 -0.037
```
Positions in Å, forces in eV/Å.

Calculated values
- Molar mass: 94.1 u
- LUMO: -3.342 eV
- ΔE to the lowest compared entry with this formula, charge and spin: 119.5 kJ/mol
- HOMO-LUMO gap: 11.8 eV
- Total energy: -326.46760 hartree
- HOMO level: -15.1 eV
- Net charge: +1

---

(3)
C4H6O2 | ωB97M-V/def2-TZVPD

The geometry in XYZ format:
```
12
Properties=species:S:1:pos:R:3:forces:R:3
C -0.513 1.642 -0.146 -0.042 0.019 -0.057
C -0.701 0.170 -0.438 -0.098 -0.072 -0.270
O -1.318 -0.206 -1.411 0.213 0.135 0.314
C -0.035 -0.868 0.465 -0.018 -0.008 0.093
C 1.356 -1.198 -0.046 0.241 -0.001 0.163
O 2.343 -1.216 0.646 -0.434 0.045 -0.297
H 0.551 1.909 -0.168 -0.120 -0.123 0.047
H -0.895 1.915 0.844 0.069 -0.148 -0.100
H -1.043 2.212 -0.912 0.093 -0.057 0.138
H 0.034 -0.582 1.518 -0.019 0.084 -0.181
H -0.633 -1.782 0.362 0.085 0.111 0.044
H 1.403 -1.443 -1.127 0.031 0.016 0.104
```
Positions in Å, forces in eV/Å.

Calculated values
- Molar mass: 86.1 u
- LUMO: 0.606 eV
- ΔE to the lowest compared entry with this formula, charge and spin: 75.6 kJ/mol
- HOMO-LUMO gap: 10.6 eV
- Total energy: -306.47751 hartree
- SMILES: CC(=O)CC=O
- HOMO level: -10.0 eV
- Net charge: 0

---

(4)
C5H9NO | ωB97M-V/def2-TZVPD

The geometry in XYZ format:
```
16
Properties=species:S:1:pos:R:3:forces:R:3
C -0.371 1.814 0.978 -0.049 0.067 0.076
C 0.157 0.821 -0.007 -0.448 0.281 0.088
O 1.573 0.556 0.137 -0.044 -0.048 -0.083
C -0.140 -0.683 0.153 -0.113 0.001 0.021
C -1.240 -1.334 -0.656 0.017 -0.043 -0.051
C 1.322 -0.767 -0.200 0.287 0.003 -0.166
N 2.147 -1.502 -0.792 -0.265 0.279 0.338
H -1.446 1.935 0.814 0.088 0.068 0.116
H 0.120 2.782 0.838 -0.106 -0.078 0.052
H -0.193 1.467 1.999 -0.051 0.080 -0.084
H -0.014 1.134 -1.046 -0.126 0.016 0.154
H 2.924 -0.838 -0.871 0.593 -0.646 -0.325
H -0.248 -0.898 1.224 0.013 0.025 -0.143
H -1.153 -2.424 -0.653 0.024 0.138 0.005
H -1.226 -0.991 -1.695 0.043 -0.084 0.116
H -2.212 -1.072 -0.222 0.137 -0.058 -0.115
```
Positions in Å, forces in eV/Å.

Calculated values
- Molar mass: 99.1 u
- LUMO: 0.996 eV
- ΔE to the lowest compared entry with this formula, charge and spin: 152.2 kJ/mol
- HOMO-LUMO gap: 11.0 eV
- Total energy: -325.87958 hartree
- HOMO level: -10.0 eV
- Net charge: 0

---

(5)
H5PSi | ωB97M-V/def2-TZVPD

The geometry in XYZ format:
```
7
Properties=species:S:1:pos:R:3:forces:R:3
Si -0.343 -1.201 -0.137 0.713 3.047 0.127
P 0.215 1.858 -0.502 -0.876 -2.158 -0.803
H 0.376 -1.954 -1.145 0.125 -0.218 -0.326
H 0.269 -1.257 1.185 0.027 -0.345 0.236
H -1.784 -1.379 -0.121 -0.329 -0.107 -0.073
H 1.523 1.767 -0.047 0.612 -0.214 0.221
H -0.256 2.166 0.767 -0.273 -0.005 0.618
```
Positions in Å, forces in eV/Å.

Calculated values
- Molar mass: 64.1 u
- LUMO: -0.558 eV
- ΔE to the lowest compared entry with this formula, charge and spin: 169.1 kJ/mol
- HOMO-LUMO gap: 7.8 eV
- Total energy: -633.72738 hartree
- HOMO level: -8.3 eV
- Net charge: 0

---

(6)
BaN2O6S4 | ωB97M-V/def2-TZVPD

The geometry in XYZ format:
```
13
Properties=species:S:1:pos:R:3:forces:R:3
N 1.394 2.657 2.244 -1.638 -0.150 0.423
S -0.091 2.409 2.379 1.040 -0.369 -1.031
O -0.772 1.681 1.246 -0.072 1.714 2.125
Ba -0.261 0.073 -0.477 1.113 1.661 -0.479
N -1.826 -3.236 -1.501 -0.415 -0.057 1.610
S -1.538 -3.214 -0.008 0.959 0.785 -1.321
O -0.738 -2.046 0.491 -1.411 -2.660 0.624
S -1.659 -1.761 -2.531 1.260 1.673 1.596
O -0.167 -1.490 -2.361 -1.345 -1.343 -1.781
O -2.316 -0.713 -1.622 -0.702 -1.755 -1.833
S 2.375 2.390 0.691 2.066 -1.890 0.069
O 3.745 2.226 1.224 -1.833 0.543 -0.635
O 1.854 1.023 0.226 0.978 1.846 0.631
```
Positions in Å, forces in eV/Å.

Calculated values
- Molar mass: 389.6 u
- LUMO: -2.022 eV
- HOMO-LUMO gap: 7.3 eV
- Total energy: -2179.21544 hartree
- HOMO level: -9.3 eV
- Net charge: 0

---

What is the formula in the first record?
C2H6N2O

---

Which value of net charge does entry 4 give?
0

---

What is the HOMO level in the second record?
-15.1 eV